Entry 1:
Molecular formula: C4H8N2O
Method: DFT, ωB97M-V with the def2-TZVPD basis set

Summary:
Kohn-Sham gap in eV: 10.647
Energy above the lowest of the compared OMol25 structures with the same formula, charge and spin in kJ/mol: 135.9
SMILES string: C[C@@]1(C(N)=O)CN1

Geometry as ORCA input:
```
! RIJCOSX wB97M-V def2-TZVPD def2/J DEFGRID3
* xyz 0 1
C 0.56 1.26 -0.67
C 0.18 -0.12 -0.18
C -1.32 -0.29 -0.02
N -1.77 0.30 1.14
O -2.03 -0.81 -0.85
C 1.01 -1.29 -0.51
N 0.98 -0.77 0.87
H 1.59 1.50 -0.41
H 0.48 1.35 -1.76
H -0.07 2.04 -0.23
H -1.13 0.32 1.92
H -2.73 0.09 1.40
H 0.53 -2.26 -0.66
H 1.90 -1.11 -1.10
H 1.81 -0.21 1.05
*
```

Entry 2:
Molecular formula: C4H8N2O
Method: DFT, ωB97M-V with the def2-TZVPD basis set

Summary:
Kohn-Sham gap in eV: 9.394
Energy above the lowest of the compared OMol25 structures with the same formula, charge and spin in kJ/mol: 252.4
SMILES string: CC(=O)C#N.CN

Geometry as ORCA input:
```
! RIJCOSX wB97M-V def2-TZVPD def2/J DEFGRID3
* xyz 0 1
C -1.27 -0.24 2.31
C -1.01 0.42 1.00
O -1.85 0.82 0.23
C 0.45 0.60 0.82
N 1.56 0.91 1.01
H -1.00 0.50 3.08
H -2.32 -0.53 2.41
H -0.59 -1.09 2.43
C 1.26 -0.57 -2.12
N 0.26 0.16 -1.36
H 0.81 -1.46 -2.57
H 2.06 -0.88 -1.44
H 1.69 0.06 -2.90
H -0.67 0.21 -1.75
H 0.62 1.08 -1.16
*
```

Entry 3:
Molecular formula: C4H8N2O
Method: DFT, ωB97M-V with the def2-TZVPD basis set

Summary:
Kohn-Sham gap in eV: 10.271
Energy above the lowest of the compared OMol25 structures with the same formula, charge and spin in kJ/mol: 6.9
SMILES string: O=C1NCCCN1

Geometry as ORCA input:
```
! RIJCOSX wB97M-V def2-TZVPD def2/J DEFGRID3
* xyz 0 1
O 0.30 1.36 2.47
C 0.18 0.77 1.41
N 1.14 -0.12 0.95
C 1.18 -0.46 -0.46
C -0.21 -0.91 -0.88
C -1.24 0.18 -0.61
N -0.92 0.92 0.60
H 2.01 -0.03 1.45
H 1.50 0.39 -1.08
H 1.90 -1.27 -0.60
H -0.47 -1.82 -0.32
H -0.23 -1.17 -1.95
H -2.24 -0.28 -0.50
H -1.30 0.87 -1.46
H -1.60 1.55 0.99
*
```

Entry 4:
Molecular formula: C4H8N2O
Method: DFT, ωB97M-V with the def2-TZVPD basis set

Summary:
Kohn-Sham gap in eV: 9.883
Energy above the lowest of the compared OMol25 structures with the same formula, charge and spin in kJ/mol: 114.0
SMILES string: Cc1c[nH]cn1.O

Geometry as ORCA input:
```
! RIJCOSX wB97M-V def2-TZVPD def2/J DEFGRID3
* xyz 0 1
C -1.06 0.52 1.72
C -0.12 -0.16 0.78
C 0.53 -1.33 0.98
N 1.15 -1.65 -0.20
C 0.82 -0.69 -1.09
N 0.07 0.22 -0.53
H -0.73 0.40 2.75
H -1.05 1.61 1.62
H -2.08 0.20 1.55
H 0.67 -1.87 1.90
H 1.83 -2.40 -0.27
H 1.36 -0.59 -2.01
O -0.99 2.25 -1.52
H -0.62 1.36 -1.06
H -1.14 2.84 -0.78
*
```

Entry 5:
Molecular formula: C4H8N2O
Method: DFT, ωB97M-V with the def2-TZVPD basis set

Summary:
Kohn-Sham gap in eV: 10.973
Energy above the lowest of the compared OMol25 structures with the same formula, charge and spin in kJ/mol: 131.2
SMILES string: C[C@](O)(C#N)CN

Geometry as ORCA input:
```
! RIJCOSX wB97M-V def2-TZVPD def2/J DEFGRID3
* xyz 0 1
C 0.60 1.43 -0.16
C 0.63 -0.05 0.22
O 0.58 -0.19 1.62
C 1.89 -0.67 -0.26
N 2.84 -1.16 -0.69
C -0.55 -0.83 -0.40
N -1.78 -0.38 0.23
H 1.42 1.96 0.33
H -0.34 1.87 0.18
H 0.69 1.58 -1.25
H -0.36 -0.06 1.82
H -0.39 -1.89 -0.18
H -0.55 -0.72 -1.50
H -2.41 -1.16 0.41
H -2.28 0.27 -0.36
*
```

Entry 6:
Molecular formula: C4H8N2O
Method: DFT, ωB97M-V with the def2-TZVPD basis set

Summary:
Kohn-Sham gap in eV: 9.111
Energy above the lowest of the compared OMol25 structures with the same formula, charge and spin in kJ/mol: 529.9

Geometry as ORCA input:
```
! RIJCOSX wB97M-V def2-TZVPD def2/J DEFGRID3
* xyz 0 1
C 2.26 -0.72 0.47
C 1.14 -0.05 -0.46
C 0.68 1.22 -0.03
C -1.17 0.01 -0.01
H 3.13 0.01 0.29
H 2.56 -1.56 0.13
H 1.52 -0.79 1.63
H 1.46 -0.48 -1.48
H 1.19 2.07 -0.93
H 0.98 1.46 0.94
H -2.76 -1.46 0.38
H -3.03 0.07 0.61
N -0.77 1.28 0.17
N -2.28 -0.58 0.07
O -0.13 -0.87 -0.39
*
```

Entry 7:
Molecular formula: C4H8N2O
Method: DFT, ωB97M-V with the def2-TZVPD basis set

Summary:
Kohn-Sham gap (alpha / beta) in eV: 7.986 / 7.985
Energy above the lowest of the compared OMol25 structures with the same formula, charge and spin in kJ/mol: 398.2

Geometry as ORCA input:
```
! RIJCOSX wB97M-V def2-TZVPD def2/J DEFGRID3
* xyz 0 1
C -1.86 -0.22 1.23
N -0.59 -0.15 0.93
C 0.14 -0.62 -0.11
C 1.63 -0.40 -0.04
O 1.91 0.80 0.68
C -0.52 -1.34 -1.12
N -1.11 -1.94 -1.93
H -2.52 -0.77 0.57
H -2.21 0.31 2.10
H -0.42 2.43 -1.32
H 0.02 0.39 1.56
H -0.31 1.70 -1.26
H 2.05 -0.38 -1.05
H 2.15 -1.18 0.53
H 1.65 1.54 0.11
*
```

Entry 8:
Molecular formula: C4H8N2O
Method: DFT, ωB97M-V with the def2-TZVPD basis set

Summary:
Kohn-Sham gap in eV: 8.695
Energy above the lowest of the compared OMol25 structures with the same formula, charge and spin in kJ/mol: 316.7
SMILES string: N=C=CN.CC=O

Geometry as ORCA input:
```
! RIJCOSX wB97M-V def2-TZVPD def2/J DEFGRID3
* xyz 0 1
N 1.71 -0.85 -0.45
C 0.51 -1.14 -0.31
C -0.64 -1.44 0.26
N -0.69 -2.48 1.24
H 2.11 -1.10 -1.36
H -1.57 -0.94 0.03
H -1.35 -3.21 1.00
H 0.22 -2.87 1.41
C 0.49 2.19 0.08
C -0.73 1.73 -0.68
O -0.80 0.74 -1.38
H 1.22 1.38 0.17
H 0.19 2.56 1.07
H 0.94 3.02 -0.47
H -1.61 2.39 -0.61
*
```

Entry 9:
Molecular formula: C4H8N2O
Method: DFT, ωB97M-V with the def2-TZVPD basis set

Summary:
Kohn-Sham gap in eV: 9.683
Energy above the lowest of the compared OMol25 structures with the same formula, charge and spin in kJ/mol: 141.0
SMILES string: O[C@@H]1CN=CNC1

Geometry as ORCA input:
```
! RIJCOSX wB97M-V def2-TZVPD def2/J DEFGRID3
* xyz 0 1
O -1.45 -0.02 1.24
C -1.09 0.02 -0.15
C -0.35 -1.23 -0.57
N 0.83 -1.43 0.21
C 1.47 -0.36 0.54
N 1.13 0.89 0.19
C -0.14 1.18 -0.41
H -0.71 -0.50 1.70
H -2.07 0.13 -0.69
H -0.18 -1.14 -1.64
H -0.99 -2.12 -0.49
H 2.42 -0.48 1.10
H 1.72 1.63 0.47
H -0.58 2.09 -0.02
H -0.01 1.34 -1.48
*
```

Entry 10:
Molecular formula: C4H8N2O
Method: DFT, ωB97M-V with the def2-TZVPD basis set

Summary:
Kohn-Sham gap in eV: 8.806
Energy above the lowest of the compared OMol25 structures with the same formula, charge and spin in kJ/mol: 501.1

Geometry as ORCA input:
```
! RIJCOSX wB97M-V def2-TZVPD def2/J DEFGRID3
* xyz 0 1
C -1.16 -1.15 0.45
C -0.41 -0.05 -0.24
C -1.02 0.75 -1.32
N -0.67 1.33 -0.02
C 1.44 -0.32 0.39
O 1.07 -0.59 -0.83
N 2.63 0.21 0.40
H -2.24 -1.00 0.31
H -0.90 -2.12 0.01
H -0.92 -1.17 1.52
H -0.42 1.12 -2.16
H -2.07 0.56 -1.56
H -1.45 1.48 0.62
H 3.03 0.45 1.27
H 3.14 0.40 -0.45
*
```

Entry 11:
Molecular formula: C4H8N2O
Method: DFT, ωB97M-V with the def2-TZVPD basis set

Summary:
Kohn-Sham gap in eV: 8.747
Energy above the lowest of the compared OMol25 structures with the same formula, charge and spin in kJ/mol: 452.8
SMILES string: N=C=CO.C=NC

Geometry as ORCA input:
```
! RIJCOSX wB97M-V def2-TZVPD def2/J DEFGRID3
* xyz 0 1
N 2.03 0.19 1.48
C 1.72 0.07 0.34
C 1.80 0.05 -0.97
O 1.43 -1.13 -1.62
H 1.35 0.44 2.20
H 1.82 0.93 -1.65
H 1.99 -1.14 -2.45
C -1.14 0.46 -0.84
N -1.34 0.81 0.33
C -1.85 -0.11 1.25
H -1.54 -0.54 -1.25
H -0.41 1.10 -1.45
H -2.35 -0.97 0.78
H -0.97 -0.46 1.85
H -2.54 0.30 2.00
*
```

Entry 12:
Molecular formula: C4H8N2O
Method: DFT, ωB97M-V with the def2-TZVPD basis set

Summary:
Kohn-Sham gap in eV: 9.046
Energy above the lowest of the compared OMol25 structures with the same formula, charge and spin in kJ/mol: 596.5
SMILES string: C=C1C[N@+]1(N)C[O-]

Geometry as ORCA input:
```
! RIJCOSX wB97M-V def2-TZVPD def2/J DEFGRID3
* xyz 0 1
C 1.81 0.95 0.80
C 0.94 0.38 -0.04
C 0.79 -0.69 -1.02
N -0.25 -0.41 -0.03
N -0.65 -1.26 1.01
C -1.56 0.78 -0.47
O -2.41 0.67 0.40
H 1.48 1.37 1.73
H 2.81 1.17 0.47
H 1.32 -1.62 -0.87
H 0.52 -0.46 -2.05
H -1.47 -0.79 1.41
H -0.98 -2.13 0.60
H -1.73 0.48 -1.52
H -0.61 1.56 -0.40
*
```

Entry 13:
Molecular formula: C4H8N2O
Method: DFT, ωB97M-V with the def2-TZVPD basis set

Summary:
Kohn-Sham gap in eV: 9.591
Energy above the lowest of the compared OMol25 structures with the same formula, charge and spin in kJ/mol: 195.8

Geometry as ORCA input:
```
! RIJCOSX wB97M-V def2-TZVPD def2/J DEFGRID3
* xyz 0 1
C -1.29 1.23 -0.13
C -0.91 -1.26 -0.47
C 1.64 0.18 0.00
C -0.29 0.10 -0.24
O 2.97 0.13 0.05
N 0.88 0.38 -1.03
N 0.76 0.03 1.04
H 3.26 0.05 0.97
H 0.86 -0.71 1.72
H -0.86 2.18 -0.44
H -2.16 1.07 -0.76
H -1.44 -1.23 -1.42
H -1.62 -1.50 0.33
H -0.14 -2.02 -0.53
H -1.64 1.36 0.89
*
```

Entry 14:
Molecular formula: C4H8N2O
Method: DFT, ωB97M-V with the def2-TZVPD basis set

Summary:
Kohn-Sham gap in eV: 9.690
Energy above the lowest of the compared OMol25 structures with the same formula, charge and spin in kJ/mol: 240.2
SMILES string: CN[C@]1(C)NC1=O

Geometry as ORCA input:
```
! RIJCOSX wB97M-V def2-TZVPD def2/J DEFGRID3
* xyz 0 1
C -1.27 1.55 -0.10
N -1.11 0.11 -0.13
C 0.24 -0.36 0.02
C 0.38 -1.84 -0.26
N 0.95 0.20 1.19
C 1.45 0.50 -0.01
O 2.32 1.08 -0.58
H -0.97 1.91 0.89
H -2.32 1.79 -0.25
H -0.66 2.07 -0.85
H -1.49 -0.27 -0.99
H 1.39 -2.18 -0.03
H -0.33 -2.41 0.33
H 0.19 -2.04 -1.32
H 1.24 -0.12 2.09
*
```

Entry 15:
Molecular formula: C4H8N2O
Method: DFT, ωB97M-V with the def2-TZVPD basis set

Summary:
Kohn-Sham gap in eV: 10.052
Energy above the lowest of the compared OMol25 structures with the same formula, charge and spin in kJ/mol: 259.6
SMILES string: C[C@H]1CN1.N=C=O

Geometry as ORCA input:
```
! RIJCOSX wB97M-V def2-TZVPD def2/J DEFGRID3
* xyz 0 1
C -1.08 -0.99 0.70
C -0.31 0.24 0.29
C -0.70 0.96 -0.95
N -0.83 1.60 0.36
H -2.16 -0.83 0.54
H -0.78 -1.87 0.12
H -0.91 -1.21 1.76
H 0.69 0.30 0.67
H 0.01 1.38 -1.65
H -1.62 0.60 -1.42
H -1.78 1.59 0.70
N 2.51 0.14 0.26
C 2.00 -0.66 -0.52
O 1.44 -1.40 -1.23
H 3.50 0.14 0.38
*
```

Entry 16:
Molecular formula: C4H8N2O
Method: DFT, ωB97M-V with the def2-TZVPD basis set

Summary:
Kohn-Sham gap (alpha / beta) in eV: 6.736 / 7.034
Energy above the lowest of the compared OMol25 structures with the same formula, charge and spin in kJ/mol: 319.8

Geometry as ORCA input:
```
! RIJCOSX wB97M-V def2-TZVPD def2/J DEFGRID3
* xyz 0 3
C -0.08 -1.83 -0.06
C 0.83 -0.84 0.13
C -1.03 0.66 -0.25
C 0.87 1.60 0.68
N -1.31 -1.54 -0.57
N 0.43 0.52 -0.28
O -2.38 -2.24 -0.43
H 0.16 -2.82 0.00
H 1.94 -1.04 -0.05
H -1.48 0.67 -1.23
H -1.51 0.31 0.57
H 1.41 1.35 1.59
H 1.37 2.34 0.13
H 0.02 2.13 0.98
H 0.75 0.73 -1.23
*
```

Entry 17:
Molecular formula: C4H8N2O2
Method: DFT, ωB97M-V with the def2-TZVPD basis set

Summary:
Kohn-Sham gap in eV: 9.516
Energy above the lowest of the compared OMol25 structures with the same formula, charge and spin in kJ/mol: 760.3
SMILES string: C=NO[C@H]1[C@@H](N)[C@H]1O

Geometry as ORCA input:
```
! RIJCOSX wB97M-V def2-TZVPD def2/J DEFGRID3
* xyz 0 1
C -2.70 0.28 0.35
N -1.71 -0.20 -0.41
O -0.85 -1.10 0.12
C 0.27 -1.12 -0.66
C 1.13 0.30 -0.91
N 0.79 1.56 -0.30
C 1.57 -0.66 0.03
O 1.65 -0.17 1.34
H -3.28 -0.03 1.52
H -3.34 1.19 0.13
H 0.51 -1.70 -1.57
H 1.65 0.48 -1.81
H -0.32 1.31 -0.12
H 1.25 1.55 0.70
H 2.46 -1.19 -0.34
H 0.92 -0.50 1.93
*
```